No. 1
Here is the ion C5H13N with charge +1 in a non-equilibrium geometry from OMol25. Energies are from wB97M-V/def2-TZVPD.

XYZ file:
```
19
Properties=species:S:1:pos:R:3:forces:R:3:nbo_charge:R:1
C 1.111359 1.900448 -1.568180 -1.516 -6.903 0.791 -0.5980
C 0.931177 1.474730 -0.036452 -0.382 1.313 -0.102 -0.2883
N 0.811367 0.026923 0.145476 -3.495 0.731 -2.595 -0.1327
C -1.324889 -1.184738 -0.499193 -1.923 -2.320 2.898 -0.6505
C -0.627596 -0.438023 0.731777 1.902 0.322 -0.575 -0.0332
C -0.370421 -1.536170 1.859117 -1.992 1.927 -1.576 -0.6221
H 0.345869 1.271813 -2.207077 1.238 1.414 1.168 0.2074
H 1.153732 2.821110 -1.940106 -0.533 4.351 -0.358 0.2551
H 2.067229 1.511799 -1.854634 0.736 -0.537 -0.214 0.2240
H -0.008360 1.907446 0.455189 1.829 -0.142 -0.555 0.2346
H 1.876272 1.761450 0.472758 -0.593 0.204 0.174 0.2819
H 0.978338 -0.430835 -0.806483 0.559 -0.062 1.876 0.4126
H -1.211704 -2.340414 -0.227125 -0.243 2.453 -0.873 0.2432
H -0.891628 -1.065834 -1.447521 0.482 0.614 -1.318 0.2208
H -2.482755 -1.019232 -0.551376 2.269 0.085 0.176 0.2786
H -1.107998 0.629367 1.089889 1.031 -3.240 -0.676 0.2520
H -1.298353 -2.060823 1.769743 -0.460 -0.732 0.536 0.2319
H -0.387727 -1.001650 2.745079 0.160 0.733 2.080 0.2302
H 0.436089 -2.227366 1.869119 0.932 -0.211 -0.857 0.2524
```
Positions in Å, forces in eV/Å.

Calculated values
<S²>: 0.75
Maximum force (eV Å⁻¹): 7.11
E_HOMO (spin up / spin down) (eV): -16.2 / -16.4
Kohn-Sham gap (spin up / spin down) (eV): 13.52 / 8.57
Lowest unoccupied orbital energy (spin up / spin down) (eV): -2.7 / -7.8
Net charge: +1
Spin multiplicity: 2

---

No. 2
Here is the molecule C5H13N2 in a non-equilibrium geometry from OMol25. Energies are from wB97M-V/def2-TZVPD.

XYZ file:
```
20
Properties=species:S:1:pos:R:3:forces:R:3:nbo_charge:R:1
C 1.575870 0.978828 1.481884 -0.376 -0.300 -0.478 -0.6425
C 0.649252 0.026419 0.741333 -0.325 -0.512 0.559 -0.1069
C -0.461381 0.786613 0.024101 -0.329 0.440 -0.624 -0.4571
C -1.453357 -0.085851 -0.741119 1.601 1.138 0.590 0.1928
C -1.147065 -0.442578 -1.989350 -0.548 -0.653 -0.061 -0.5492
N -2.562839 -0.428986 -0.012920 -1.028 -1.363 -0.328 -0.8152
N 1.452370 -0.813046 -0.206841 0.100 1.001 -0.763 -1.0919
H 2.079016 1.560794 0.706764 0.023 0.406 0.413 0.2175
H 2.313825 0.466708 2.062766 0.600 -0.520 0.144 0.2289
H 1.016811 1.567419 2.201797 -0.213 0.434 -0.196 0.2181
H 0.199211 -0.726745 1.376837 -0.071 0.081 0.545 0.2065
H -1.050834 1.398721 0.715129 0.346 -0.112 0.360 0.2199
H 0.046686 1.507192 -0.622933 -0.281 -0.092 -0.259 0.2268
H -0.296857 -0.004313 -2.489222 0.055 -0.102 0.056 0.2112
H -1.717326 -1.206279 -2.511284 -0.055 0.280 -0.139 0.2029
H -2.685663 -0.308643 0.977152 0.732 0.408 0.045 0.3886
H -2.982227 -1.307127 -0.286336 -0.190 0.160 -0.186 0.3812
H 2.279310 -1.303259 0.228116 -0.172 -0.327 0.278 0.2668
H 0.844455 -1.477137 -0.721962 0.171 -0.204 0.079 0.4003
H 1.900743 -0.188729 -0.933913 -0.040 -0.164 -0.034 0.3013
```
Positions in Å, forces in eV/Å.

Calculated values
<S²>: 0.75
Maximum force (eV Å⁻¹): 2.05
E_HOMO (spin up / spin down) (eV): -3.3 / -8.7
Kohn-Sham gap (spin up / spin down) (eV): 4.19 / 9.33
Lowest unoccupied orbital energy (spin up / spin down) (eV): 0.9 / 0.6
Spin multiplicity: 2

---

No. 3
Here is a structure of composition C5H13N2 in a non-equilibrium geometry from OMol25. Energies are from wB97M-V/def2-TZVPD.

XYZ file:
```
20
Properties=species:S:1:pos:R:3:forces:R:3:nbo_charge:R:1
C 2.249255 0.619063 0.003098 1.709 1.568 2.811 -0.2249
C 1.131711 0.586641 0.980714 -0.794 0.748 -1.709 -0.4823
C 0.424076 -0.739497 0.798815 0.672 0.143 2.015 -0.4011
C -0.114805 -0.771663 -0.588734 -2.418 1.209 -0.444 -0.1636
C -2.352441 0.491435 -0.365673 -3.203 -0.421 1.867 -0.1525
N -2.685350 -0.394386 0.574486 0.250 2.625 0.177 -0.6572
N 0.751074 -0.379364 -1.614400 -0.536 -0.521 0.427 -0.4506
H 3.162940 0.143523 0.362459 -0.282 -1.136 -0.690 0.2459
H 2.607008 1.607889 -0.300130 -0.689 -0.112 -0.987 0.2577
H 1.645715 0.100560 -1.081548 0.376 0.105 -0.811 0.2590
H 1.442566 0.875610 1.994667 0.401 -0.640 -0.042 0.3151
H 0.416523 1.380591 0.714227 0.078 -0.088 0.137 0.2260
H -0.360709 -0.814743 1.546441 -0.178 -0.404 -0.174 0.2897
H 1.144916 -1.562325 0.898753 -0.251 -0.155 0.115 0.2368
H -2.910482 0.607578 -1.310604 0.022 -0.204 0.104 0.1913
H -2.075624 1.483568 0.030959 1.685 -0.376 -0.326 0.2335
H -0.799037 -1.627679 -0.708893 0.855 -0.463 -0.470 0.2701
H -3.692591 -0.470297 0.722689 -0.045 -1.481 -1.213 0.3924
H -1.011828 0.066231 -0.498906 1.815 -0.515 -0.726 0.2045
H 1.027092 -1.202743 -2.158416 0.533 0.118 -0.062 0.4101
```
Positions in Å, forces in eV/Å.

Calculated values
Maximum force (eV Å⁻¹): 3.73
E_HOMO (eV): -12.2
Kohn-Sham gap (eV): 4.70
Lowest unoccupied orbital energy (eV): -7.5
Net charge: +1
Spin multiplicity: 1

---

No. 4
Here is a cluster of 2 separate species, C5H13N2 in total in a non-equilibrium geometry from OMol25. Energies are from wB97M-V/def2-TZVPD.

XYZ file:
```
20
Properties=species:S:1:pos:R:3:forces:R:3:nbo_charge:R:1
C 0.914951 2.042400 0.298602 -0.177 0.585 0.237 -0.4844
C 1.237388 0.902661 -0.166722 -1.243 -0.810 0.325 0.4759
C -1.563826 -0.423235 1.303820 -0.244 -0.072 0.355 -0.4248
C -1.870599 0.089078 -1.055058 -0.347 0.080 -0.200 -0.4236
C 1.973615 -0.220320 -0.648628 0.423 -0.579 -0.353 -0.3864
N -1.016127 -0.456105 -0.027435 1.589 0.702 -0.420 -0.5412
N 1.786582 -1.451996 0.070404 -0.197 -0.197 0.195 -0.8158
H -0.106564 2.370239 0.447671 -0.229 -0.248 -0.059 0.3016
H 1.639647 2.798872 0.588084 0.359 -0.141 -0.143 0.3092
H -2.470864 -1.038507 1.385051 0.084 0.091 0.003 0.2112
H -0.829755 -0.790514 2.018870 -0.036 0.019 0.026 0.2145
H -1.838338 0.602925 1.561854 0.053 -0.052 0.030 0.2005
H -1.373482 0.040571 -2.020520 -0.010 -0.012 -0.059 0.2126
H -2.824564 -0.444801 -1.122966 -0.001 0.012 -0.010 0.2086
H -2.094577 1.133804 -0.828465 0.003 -0.013 -0.021 0.1974
H 1.744352 -0.396146 -1.709246 0.094 0.222 0.113 0.2709
H 3.027663 0.150631 -0.620012 -0.231 0.224 -0.084 0.2898
H 1.902451 -1.363890 1.072044 0.128 0.032 -0.037 0.3823
H 2.394630 -2.183066 -0.278202 0.005 0.098 0.029 0.3965
H -0.632575 -1.362605 -0.269151 -0.025 0.058 0.073 0.4050
```
Positions in Å, forces in eV/Å.

Calculated values
Maximum force (eV Å⁻¹): 1.79
E_HOMO (eV): -13.3
Kohn-Sham gap (eV): 7.81
Lowest unoccupied orbital energy (eV): -5.5
Net charge: +1
Spin multiplicity: 1

---

What is the maximum force in the second record?
2.05 eV Å⁻¹

---

What is the maximum force in the fourth record?
1.79 eV Å⁻¹

---

spin multiplicity of number 2 (C5H13N2)?
2